C17H15ClFNO2 | ωB97M-V/def2-TZVPD

- energy above the lowest of the compared OMol25 structures with the same formula, charge and spin (eV) = 0.000
- strongest force on any atom (hartree/bohr) = 0.013
- E_HOMO (Ha) = -0.313
- structure (SMILES) = Cc1ccc(NC(=O)CCC(=O)c2ccc(F)cc2)cc1Cl
- electronic energy (hartree) = -1422.1477
- 2S+1 = 1

Each line ends with the Löwdin charge.
Atoms and positions in Å:
C: -0.692 5.520 2.978  -0.0788
C: -0.455 4.066 2.719  -0.3063
C: -0.850 3.460 1.534  -0.0294
C: -0.635 2.117 1.285  -0.0021
C: -0.002 1.331 2.241  -0.2152
C: 0.404 1.916 3.439  -0.0514
C: 0.176 3.260 3.662  -0.6140
Cl: 0.696 3.944 5.165  0.7012
H: 0.899 1.325 4.196  0.1077
N: 0.252 -0.032 2.066  0.1316
C: -0.042 -0.826 0.998  -0.4497
O: -0.616 -0.457 -0.001  0.0921
C: 0.425 -2.264 1.195  -0.1006
H: -0.137 -2.722 2.012  0.1254
H: 1.486 -2.260 1.451  0.1222
C: 0.215 -3.029 -0.109  -0.1199
C: 1.054 -2.379 -1.198  -0.3665
O: 2.099 -1.824 -0.944  0.1042
C: 0.527 -2.448 -2.583  -0.1517
C: 0.935 -1.460 -3.479  0.0028
C: 0.472 -1.448 -4.779  0.0073
C: -0.393 -2.452 -5.180  -0.2698
C: -0.800 -3.457 -4.319  -0.0001
C: -0.342 -3.447 -3.016  -0.0180
H: -0.648 -4.236 -2.346  0.1141
H: -1.467 -4.227 -4.676  0.1185
F: -0.849 -2.457 -6.447  0.0637
H: 0.769 -0.683 -5.479  0.1197
H: 1.612 -0.697 -3.128  0.1238
H: 0.534 -4.068 0.003  0.1323
H: -0.837 -3.002 -0.387  0.1183
H: 0.747 -0.466 2.834  0.1458
H: -0.951 1.675 0.355  0.1001
H: -1.341 4.058 0.781  0.1141
H: -1.306 5.650 3.869  0.0763
H: 0.253 6.032 3.154  0.0765
H: -1.193 5.985 2.134  0.0758

=====

C22H64F9O19S | ωB97M-V/def2-TZVPD

- strongest force on any atom (hartree/bohr) = 0.020
- E_HOMO (Ha) = -0.161
- electronic energy (hartree) = -3602.9355
- 2S+1 = 1
- total charge = -1

Each line ends with the Löwdin charge.
Atoms and positions in Å:
O: 3.482 0.061 1.388  0.0450
C: 2.273 0.220 1.399  -0.5218
O: 1.732 1.116 0.567  0.0957
C: 1.342 -0.525 2.314  -0.1619
C: -0.076 -0.688 1.730  -0.3158
S: -0.619 -2.238 1.971  0.6555
O: -0.504 -2.851 3.277  -0.3145
O: -0.228 -3.134 0.897  -0.3240
C: -2.460 -2.116 1.619  -0.4622
F: -2.839 -3.398 1.441  0.1010
F: -2.641 -1.459 0.446  0.1038
C: -3.372 -1.472 2.684  -0.3802
F: -3.303 -2.230 3.793  0.1566
F: -2.966 -0.227 2.998  0.1448
C: -4.887 -1.395 2.327  -0.3302
F: -5.542 -1.100 3.471  0.1439
F: -5.327 -2.584 1.904  0.1683
C: -5.306 -0.294 1.270  -0.5310
F: -6.315 0.435 1.760  0.1586
F: -4.336 0.517 0.896  0.1899
F: -5.780 -0.892 0.170  0.1587
H: 0.793 1.211 0.802  0.1020
H: 1.257 0.074 3.226  0.1110
H: 1.833 -1.464 2.565  0.1129
H: -0.760 -0.015 2.250  0.0482
C: 2.091 -2.482 -1.566  -0.1332
O: 1.768 -1.319 -0.826  -0.1206
H: 2.291 -3.294 -0.871  0.0797
H: 1.264 -2.779 -2.216  0.0835
H: 2.985 -2.302 -2.173  0.0536
H: 1.583 -0.611 -1.450  0.0696
C: -8.438 -0.922 -1.911  -0.1628
O: -9.216 -1.396 -0.808  -0.1279
H: -8.948 -1.210 -2.823  0.0608
H: -8.355 0.168 -1.889  0.0742
H: -7.440 -1.363 -1.906  0.0743
H: -8.764 -1.145 0.002  0.0614
C: 6.273 2.380 1.691  -0.1750
O: 6.483 0.979 1.703  -0.1270
H: 7.248 2.851 1.826  0.0710
H: 5.848 2.714 0.739  0.0756
H: 5.608 2.701 2.495  0.0676
H: 5.620 0.563 1.581  0.0331
C: 4.806 -3.209 2.434  -0.1604
O: 4.663 -2.004 3.165  -0.1361
H: 5.008 -4.004 3.151  0.0711
H: 3.891 -3.460 1.887  0.0749
H: 5.640 -3.160 1.726  0.0729
H: 4.481 -1.303 2.524  0.0249
C: 4.801 5.893 1.415  -0.1608
O: 4.181 5.000 2.334  -0.1254
H: 4.395 5.660 0.432  0.0814
H: 4.590 6.933 1.657  0.0575
H: 5.885 5.748 1.393  0.0622
H: 4.534 5.187 3.209  0.0727
C: -0.902 -6.144 -0.559  -0.1631
O: -1.754 -5.116 -1.042  -0.1365
H: -0.991 -6.992 -1.235  0.0525
H: 0.141 -5.818 -0.539  0.0746
H: -1.190 -6.461 0.448  0.0798
H: -1.650 -4.367 -0.438  0.0301
C: 6.641 9.556 1.326  -0.1540
O: 6.033 8.745 2.329  -0.1359
H: 6.201 9.271 0.375  0.0733
H: 6.454 10.619 1.504  0.0736
H: 7.717 9.379 1.272  0.0722
H: 6.416 8.977 3.179  0.0744
C: 1.675 -1.830 5.818  -0.1525
O: 0.754 -0.846 5.371  -0.1346
H: 1.457 -2.728 5.246  0.0732
H: 2.710 -1.534 5.628  0.0743
H: 1.549 -2.046 6.885  0.0694
H: 0.910 -0.031 5.856  0.0727
C: 5.757 -1.422 -2.979  -0.1685
O: 5.677 -2.246 -1.829  -0.1243
H: 6.329 -1.968 -3.727  0.0762
H: 4.765 -1.201 -3.388  0.0577
H: 6.271 -0.479 -2.766  0.0764
H: 5.165 -1.770 -1.166  0.0704
C: 3.108 1.185 -5.022  -0.1672
O: 2.485 0.676 -3.855  -0.1246
H: 2.649 0.686 -5.873  0.0776
H: 2.957 2.263 -5.125  0.0743
H: 4.182 0.976 -5.032  0.0696
H: 2.882 1.107 -3.090  0.0779
C: -6.240 3.530 0.132  -0.1649
O: -6.108 2.835 -1.100  -0.1213
H: -6.238 4.593 -0.101  0.0748
H: -7.184 3.282 0.627  0.0734
H: -5.410 3.310 0.808  0.0727
H: -6.107 1.890 -0.921  0.0522
C: -0.741 -10.036 -2.187  -0.1690
O: 0.298 -9.350 -1.506  -0.1242
H: -1.681 -9.631 -1.821  0.0762
H: -0.691 -9.878 -3.268  0.0747
H: -0.720 -11.111 -1.983  0.0710
H: 1.142 -9.689 -1.818  0.0723
C: -11.358 1.987 -1.527  -0.1648
O: -11.286 1.263 -2.746  -0.1268
H: -11.298 3.044 -1.779  0.0754
H: -12.300 1.805 -1.002  0.0738
H: -10.527 1.737 -0.862  0.0697
H: -11.323 0.327 -2.526  0.0685
C: 8.266 6.420 -0.539  -0.1540
O: 8.093 7.735 -1.061  -0.1333
H: 8.483 6.525 0.521  0.0772
H: 7.361 5.819 -0.651  0.0708
H: 9.101 5.904 -1.019  0.0757
H: 7.896 7.660 -1.999  0.0740
C: -7.659 -1.484 -5.640  -0.1564
O: -7.757 -0.340 -4.804  -0.1308
H: -7.681 -2.356 -4.989  0.0770
H: -8.497 -1.547 -6.339  0.0747
H: -6.722 -1.495 -6.203  0.0760
H: -7.738 0.444 -5.359  0.0795

=====

C5H5NO | ωB97M-V/def2-TZVPD

- energy above the lowest of the compared OMol25 structures with the same formula, charge and spin (eV) = 3.357
- strongest force on any atom (hartree/bohr) = 0.021
- E_HOMO (Ha) = -0.351
- structure (SMILES) = N#C[C@@H]1CC1=C=O.[H][H]
- electronic energy (hartree) = -323.3963
- 2S+1 = 1

Each line ends with the Löwdin charge.
Atoms and positions in Å:
O: -1.191 -0.652 2.566  0.1722
C: -0.547 -0.217 1.694  -0.1373
C: 0.152 0.323 0.746  -0.1923
C: 1.474 0.688 0.221  -0.0375
C: 0.306 0.455 -0.720  -0.2333
C: 0.302 -0.739 -1.547  -0.1904
N: 0.297 -1.688 -2.208  0.1543
H: -2.668 -0.594 -0.501  0.0429
H: -2.888 0.049 -0.199  0.0452
H: 2.261 -0.062 0.234  0.1206
H: 1.807 1.716 0.340  0.1125
H: -0.141 1.325 -1.198  0.1431

=====

C9H21N4 | ωB97M-V/def2-TZVPD

- energy above the lowest of the compared OMol25 structures with the same formula, charge and spin (eV) = 3.016
- strongest force on any atom (hartree/bohr) = 0.103
- E_HOMO (spin up / spin down) (Ha) = -0.429 / -0.434
- electronic energy (hartree) = -574.1875
- 2S+1 = 1
- total charge = +1

Each line ends with the Löwdin charge.
Atoms and positions in Å:
C: -2.743 -0.537 0.102  -0.0643
C: -1.568 1.477 -0.413  -0.0243
C: -4.002 -1.249 0.396  -0.0411
C: 2.656 0.862 1.592  -0.0646
C: 3.965 1.092 -0.535  -0.0674
C: 1.005 -2.523 -0.705  -0.0853
C: -3.907 1.521 -0.082  0.0143
C: 3.046 0.189 0.278  -0.3745
C: 1.789 -0.180 -0.556  -0.3755
N: -0.277 0.871 -0.486  0.0535
N: 1.041 1.018 -0.776  0.1377
N: 0.981 -1.253 0.010  -0.1012
N: -2.672 0.751 -0.122  -0.1283
H: -1.837 -1.124 0.079  0.1181
H: -1.645 2.520 -0.648  0.1262
H: -3.857 -2.319 0.283  0.0924
H: -4.328 -1.067 1.424  0.1049
H: -4.817 -0.937 -0.256  0.0887
H: 2.176 1.817 1.390  0.0796
H: 3.547 1.043 2.186  0.0871
H: 1.978 0.249 2.184  0.0703
H: 3.454 2.017 -0.784  0.0788
H: 4.856 1.328 0.040  0.0857
H: 4.274 0.607 -1.458  0.0819
H: 0.268 -3.187 -0.254  0.0819
H: 0.728 -2.354 -1.745  0.0901
H: 1.978 -3.018 -0.677  0.0900
H: -3.707 2.581 -0.216  0.1033
H: -4.409 1.375 0.878  0.1175
H: -4.578 1.190 -0.879  0.1175
H: 3.564 -0.753 0.490  0.1422
H: 2.146 -0.472 -1.555  0.1579
H: -0.335 -0.138 -0.171  0.0873
H: 1.230 -1.400 0.983  0.1198

=====

C4H12NPS2 | ωB97M-V/def2-TZVPD

- energy above the lowest of the compared OMol25 structures with the same formula, charge and spin (eV) = 4.824
- strongest force on any atom (hartree/bohr) = 0.101
- E_HOMO (spin up / spin down) (Ha) = -0.316 / -0.295
- electronic energy (hartree) = -1351.9625
- 2S+1 = 1

Each line ends with the Löwdin charge.
Atoms and positions in Å:
C: 1.561 -2.132 -1.110  -0.0213
C: 1.886 -0.042 0.000  -0.0958
C: -1.160 2.629 1.847  0.0849
C: 0.841 -0.741 -0.899  -0.4983
N: -0.434 -0.818 -0.270  -0.3151
P: -1.607 0.394 -0.193  0.0680
S: -1.916 1.015 -2.068  0.1130
S: -3.133 -0.717 0.735  0.3334
H: 1.423 -2.520 -0.179  0.0430
H: 1.017 -2.549 -1.893  0.0576
H: 2.581 -1.923 -1.439  0.0881
H: 1.970 -0.370 1.007  0.0499
H: 1.567 1.142 0.150  0.1143
H: 2.961 0.059 -0.294  0.0770
H: -1.326 2.498 2.854  -0.0286
H: -0.305 2.590 1.278  -0.0670
H: -1.979 2.903 1.221  -0.0341
H: 0.569 -0.186 -1.744  0.0608
H: -0.511 -1.678 0.244  0.0732
H: -4.006 0.448 0.752  -0.1030

=====

C56H64N12O2 | ωB97M-V/def2-TZVPD

- energy above the lowest of the compared OMol25 structures with the same formula, charge and spin (eV) = 0.000
- strongest force on any atom (hartree/bohr) = 0.075
- E_HOMO (Ha) = -0.338
- structure (SMILES) = CNC(C)=O.CNC(C)=O.c1ccncc1.c1ccncc1.c1ccncc1.c1ccncc1.c1ccncc1.c1ccncc1.c1ccncc1.c1ccncc1.c1ccncc1.c1ccncc1
- electronic energy (hartree) = -2979.7738
- 2S+1 = 1

Each line ends with the Löwdin charge.
Atoms and positions in Å:
C: 5.732 -1.535 1.993  0.0092
C: 5.575 -0.063 1.750  -0.5077
O: 4.494 0.425 1.452  0.0079
N: 6.758 0.683 1.736  0.0076
C: 8.120 0.182 1.817  -0.0755
H: 4.765 -1.888 1.872  0.0465
H: 6.256 -1.748 2.922  0.0910
H: 6.313 -1.920 1.142  0.1001
H: 6.605 1.648 1.467  0.1360
H: 8.143 -0.728 2.382  0.0681
H: 8.681 0.893 2.332  0.0621
H: 8.522 -0.026 0.797  0.1032
C: 1.277 -2.358 0.210  -0.0013
C: 0.133 -1.485 0.662  -0.5368
O: -0.842 -1.902 1.265  0.0069
N: 0.258 -0.126 0.358  0.0373
C: -0.718 0.843 0.880  -0.0554
H: 1.777 -1.981 -0.689  0.0410
H: 0.850 -3.365 -0.041  0.1022
H: 2.019 -2.371 0.991  0.0668
H: 0.930 0.156 -0.345  0.0547
H: -0.340 1.368 1.769  0.0705
H: -1.594 0.301 1.227  0.0574
H: -1.057 1.573 0.107  0.0767
N: -2.906 3.740 0.656  0.0746
C: -1.829 4.529 0.745  -0.1829
C: -1.067 4.706 1.875  -0.0618
C: -1.365 3.880 2.988  -0.0665
C: -2.431 2.968 2.919  -0.0684
C: -3.175 3.000 1.752  -0.1685
H: -1.576 5.180 -0.108  0.1079
H: -0.225 5.392 1.891  0.0872
H: -0.915 4.106 3.962  0.1001
H: -2.663 2.301 3.787  0.0941
H: -3.950 2.222 1.718  0.0719
N: 2.561 5.640 1.458  0.0463
C: 2.094 6.139 0.297  -0.1704
C: 1.896 5.363 -0.842  -0.0636
C: 2.071 3.983 -0.711  -0.0665
C: 2.606 3.423 0.459  -0.0470
C: 2.830 4.317 1.486  -0.1565
H: 2.075 7.268 0.288  0.1195
H: 1.549 5.803 -1.774  0.1040
H: 1.857 3.326 -1.515  0.0656
H: 2.835 2.398 0.469  0.0605
H: 3.230 3.950 2.433  0.0922
N: -2.528 -7.397 1.907  0.0361
C: -2.708 -7.418 0.542  -0.1469
C: -2.488 -6.304 -0.226  -0.0859
C: -2.048 -5.148 0.400  -0.0828
C: -1.854 -5.083 1.757  -0.0650
C: -2.100 -6.243 2.523  -0.1129
H: -3.100 -8.366 0.144  0.1043
H: -2.703 -6.360 -1.266  0.0851
H: -1.833 -4.303 -0.263  0.0910
H: -1.594 -4.139 2.119  0.0584
H: -2.103 -6.260 3.592  0.0878
N: -5.199 0.948 -2.107  0.0517
C: -5.458 1.164 -0.808  -0.1308
C: -6.687 0.888 -0.211  -0.1042
C: -7.690 0.443 -0.992  -0.0871
C: -7.461 0.257 -2.412  -0.0571
C: -6.194 0.539 -2.922  -0.1636
H: -4.691 1.633 -0.149  0.0867
H: -6.961 1.132 0.839  0.1129
H: -8.632 0.139 -0.480  0.1156
H: -8.304 -0.140 -2.963  0.0894
H: -6.031 0.524 -4.019  0.1061
N: -4.806 0.063 2.880  0.0498
C: -4.918 0.843 3.956  -0.1776
C: -4.031 0.759 5.062  -0.1052
C: -3.018 -0.176 5.056  -0.1014
C: -2.808 -0.915 3.888  -0.0656
C: -3.726 -0.763 2.842  -0.1351
H: -5.789 1.500 4.056  0.1070
H: -4.188 1.441 5.926  0.1136
H: -2.298 -0.275 5.888  0.1030
H: -1.971 -1.583 3.781  0.0780
H: -3.679 -1.392 1.941  0.1076
N: 0.022 0.354 5.006  0.0744
C: 0.406 1.633 5.120  -0.1457
C: 1.622 2.077 4.568  -0.0694
C: 2.326 1.268 3.692  -0.0831
C: 1.828 -0.004 3.447  -0.0748
C: 0.662 -0.394 4.066  -0.1343
H: -0.151 2.251 5.784  0.0939
H: 1.990 3.073 4.756  0.0956
H: 3.340 1.523 3.336  0.0979
H: 2.391 -0.670 2.781  0.0921
H: 0.269 -1.352 3.855  0.0821
N: -2.295 -4.477 -3.842  0.0485
C: -1.131 -3.860 -3.572  -0.1391
C: -0.998 -2.682 -2.787  -0.0756
C: -2.162 -2.165 -2.214  -0.0671
C: -3.410 -2.800 -2.518  -0.0744
C: -3.391 -3.909 -3.336  -0.1949
H: -0.228 -4.372 -3.931  0.1045
H: -0.036 -2.269 -2.587  0.0700
H: -2.143 -1.299 -1.522  0.1059
H: -4.358 -2.531 -2.031  0.1053
H: -4.411 -4.370 -3.572  0.1252
N: 5.675 -3.025 -3.650  0.0514
C: 4.942 -2.407 -2.724  -0.1613
C: 4.208 -3.049 -1.727  -0.0882
C: 4.267 -4.427 -1.610  -0.0363
C: 5.053 -5.156 -2.627  -0.0616
C: 5.721 -4.410 -3.553  -0.1609
H: 4.940 -1.319 -2.850  0.0938
H: 3.661 -2.475 -0.987  0.0653
H: 3.952 -4.907 -0.728  0.0844
H: 5.223 -6.226 -2.468  0.0996
H: 6.406 -4.872 -4.318  0.1151
N: -0.603 4.008 -3.921  0.0471
C: -1.238 3.948 -5.076  -0.1637
C: -2.351 3.085 -5.309  -0.0554
C: -2.719 2.201 -4.287  -0.0625
C: -2.008 2.261 -3.053  -0.0623
C: -0.990 3.211 -2.903  -0.1591
H: -0.917 4.603 -5.857  0.0891
H: -2.916 3.057 -6.238  0.0953
H: -3.572 1.544 -4.328  0.0776
H: -2.296 1.566 -2.265  0.0827
H: -0.569 3.294 -1.923  0.0709
N: 2.045 0.563 -1.848  0.0493
C: 3.321 1.017 -1.840  -0.1658
C: 3.917 1.607 -2.955  -0.0428
C: 3.105 1.936 -4.118  -0.0239
C: 1.837 1.380 -4.117  -0.0844
C: 1.407 0.679 -3.020  -0.1586
H: 3.863 0.867 -0.937  0.0770
H: 4.931 2.045 -2.930  0.1097
H: 3.501 2.464 -4.934  0.0893
H: 1.132 1.546 -4.947  0.1162
H: 0.367 0.146 -3.019  0.1324